(1)
The following is a DFT calculation (the ωB97M-V functional and the def2-TZVPD basis) of a 14-piece molecular cluster, C26H25Cl52N6O3SSi overall.

E	-712310.882	eV
lowest unoccupied orbital energy	-2.837	eV
M	2373.23	g mol⁻¹

The geometry in ORCA input format:
```
! wB97M-V def2-TZVPD RIJCOSX def2/J DEFGRID3
* xyz 1 1
C 2.17 3.13 1.42
N 0.96 2.34 1.02
C -0.02 1.85 2.05
Si 0.38 1.99 3.93
C -1.08 1.34 5.05
C 0.72 3.82 4.43
C 1.86 0.80 4.30
C -1.54 2.24 1.56
N -2.46 2.85 2.56
N -2.35 1.08 0.97
C -3.09 1.66 0.04
O -3.74 2.23 -0.88
O -1.18 3.01 0.36
C 0.19 2.86 -0.18
C 0.47 4.39 -0.67
N 1.64 4.53 -1.59
C -0.04 1.81 -1.42
C 1.41 1.38 -2.07
S 1.44 -0.47 -2.24
C 2.41 -1.24 -0.87
N 3.82 -1.15 -0.53
N 4.01 -1.95 0.57
C 2.73 -2.55 0.91
O 1.67 -2.11 0.04
H 2.91 2.55 2.11
H 1.93 4.19 1.84
H 2.77 3.33 0.44
H 1.35 1.44 0.66
H -0.02 0.70 1.88
H -1.45 0.29 4.73
H -1.91 2.14 5.06
H -0.67 1.22 6.14
H 0.41 4.04 5.51
H 0.16 4.49 3.67
H 1.86 4.01 4.35
H 2.79 0.99 3.64
H 1.57 -0.31 4.14
H 2.20 0.88 5.41
H -3.10 2.07 2.85
H -3.09 3.56 2.14
H 0.49 5.15 0.21
H -0.47 4.68 -1.29
H 2.05 5.48 -1.57
H 1.43 4.21 -2.55
H -0.66 2.36 -2.22
H -0.58 0.86 -1.05
H 2.21 1.76 -1.30
H 1.59 1.95 -3.07
H 2.57 -3.28 1.80
C 5.50 0.57 -4.10
Cl 5.00 -0.40 -2.70
Cl 4.28 1.83 -4.41
Cl 7.07 1.34 -3.76
Cl 5.65 -0.47 -5.53
C 0.39 -4.45 4.13
Cl 1.61 -5.60 4.71
Cl 0.84 -3.88 2.51
Cl -1.19 -5.25 4.06
Cl 0.31 -3.07 5.24
C 4.22 -4.69 -2.30
Cl 5.06 -5.72 -1.11
Cl 5.42 -3.82 -3.28
Cl 3.22 -5.71 -3.36
Cl 3.18 -3.53 -1.45
C -5.74 -0.68 2.61
Cl -5.79 -0.60 0.84
Cl -4.93 -2.18 3.12
Cl -4.84 0.72 3.25
Cl -7.39 -0.66 3.26
C 1.21 -8.41 -5.95
Cl 2.42 -9.60 -5.42
Cl 1.63 -7.81 -7.57
Cl -0.39 -9.17 -6.00
Cl 1.18 -7.04 -4.81
C -4.03 2.63 8.07
Cl -4.49 1.98 6.48
Cl -2.87 1.53 8.84
Cl -3.27 4.23 7.85
Cl -5.47 2.79 9.09
C 3.06 -1.15 -8.56
Cl 3.77 0.44 -8.88
Cl 2.06 -1.65 -9.95
Cl 4.35 -2.34 -8.31
Cl 2.04 -1.06 -7.10
C 0.14 -3.29 -13.53
Cl 0.05 -4.32 -14.98
Cl 1.30 -1.97 -13.81
Cl -1.47 -2.61 -13.19
Cl 0.68 -4.26 -12.14
C -9.78 2.91 9.21
Cl -11.11 1.97 9.93
Cl -10.35 4.55 8.83
Cl -8.43 3.00 10.36
Cl -9.23 2.11 7.72
C -1.89 -2.70 -6.55
Cl -1.92 -2.66 -8.32
Cl -1.02 -4.15 -6.00
Cl -1.06 -1.25 -5.94
Cl -3.55 -2.73 -5.93
C -1.34 -7.95 -11.24
Cl -2.66 -8.89 -10.51
Cl -1.91 -6.31 -11.61
Cl 0.02 -7.85 -10.10
Cl -0.80 -8.74 -12.74
C 6.20 2.11 4.66
Cl 5.14 3.52 4.44
Cl 5.71 0.83 3.52
Cl 7.88 2.57 4.34
Cl 6.05 1.51 6.32
C -3.32 6.60 11.12
Cl -4.81 5.64 11.01
Cl -2.81 7.09 9.49
Cl -3.62 8.04 12.11
Cl -2.04 5.62 11.87
*
```

Löwdin atomic charge list, values in e, 4 entries: atom 1 (C): -0.01, atom 2 (N): -0.06, atom 3 (C): -0.16, atom 4 (Si): 0.56

(2)
The following is a DFT calculation (the ωB97M-V functional and the def2-TZVPD basis) of C26H25ClMgN3O5SeSi as an isolated structure.

E	-133269.898	eV
lowest unoccupied orbital energy (alpha / beta)	2.470 / 2.538	eV
ΔE to the lowest compared entry with this formula, charge and spin	37.3	kcal per mole
M	626.31	g mol⁻¹

The geometry in ORCA input format:
```
! wB97M-V def2-TZVPD RIJCOSX def2/J DEFGRID3
* xyz -1 1
Mg -0.54 -0.70 0.80
Cl -2.34 6.06 1.73
C -2.11 4.46 1.09
C -1.75 4.33 -0.26
C -1.56 3.04 -0.76
C -1.72 1.95 0.05
O -1.53 0.64 -0.45
C -2.09 2.05 1.42
C -2.27 0.93 2.25
O -2.02 -0.29 1.94
C -2.29 3.38 1.91
H -1.63 5.20 -0.88
H -1.29 2.90 -1.80
H -2.65 1.13 3.26
H -2.57 3.52 2.95
C 0.88 -2.72 -5.17
O 1.64 -3.53 -4.30
C 1.38 -3.43 -2.97
C 2.28 -4.11 -2.13
C 2.15 -3.99 -0.78
C 1.12 -3.24 -0.18
C 1.06 -3.00 1.24
C 2.03 -3.69 2.17
O 0.23 -2.24 1.76
C 0.15 -2.61 -1.03
O -0.85 -1.96 -0.59
C 0.33 -2.72 -2.44
H 1.36 -2.79 -6.14
H 0.88 -1.68 -4.83
H -0.15 -3.07 -5.24
H 3.10 -4.67 -2.58
H 2.88 -4.49 -0.15
H 1.70 -4.71 2.37
H 2.04 -3.14 3.11
H 3.04 -3.73 1.77
H -0.37 -2.17 -3.05
Se 2.61 0.11 -1.48
N 3.78 0.63 -0.21
C 3.10 0.72 0.93
C 3.58 1.04 2.21
C 2.68 1.02 3.28
C 1.35 0.71 3.08
N 0.83 0.42 1.87
C 1.68 0.42 0.84
N 1.22 0.07 -0.35
H 4.63 1.29 2.35
H 3.03 1.25 4.28
H 0.64 0.69 3.91
C -5.24 -1.24 -3.08
Si -3.74 -0.49 -3.93
C -4.26 0.93 -5.07
C -2.88 -1.83 -4.95
C -2.60 0.18 -2.67
C -2.07 0.37 -1.60
H -5.91 -1.74 -3.78
H -5.82 -0.48 -2.55
H -4.92 -1.98 -2.34
H -5.03 0.62 -5.77
H -3.40 1.28 -5.64
H -4.64 1.77 -4.49
H -3.58 -2.35 -5.60
H -2.43 -2.57 -4.28
H -2.09 -1.40 -5.57
*
```

natural (NBO) atomic charge list, values in e, 4 entries: atom 1 (Mg): 1.77, atom 2 (Cl): -0.04, atom 3 (C): -0.03, atom 4 (C): -0.32

(3)
The following is a DFT calculation (the ωB97M-V functional and the def2-TZVPD basis) of one molecule with the formula C26H25ClN2O5.

E	-53108.665	eV
lowest unoccupied orbital energy	0.497	eV
SMILES	CCOC(=O)COc1c(OC)cc(Cl)cc1[C@H]1Nc2ccccc2C(=O)N1c1cccc(C)c1
ΔE to the lowest compared entry with this formula, charge and spin	0.0	kcal per mole
M	480.95	g mol⁻¹

The geometry in ORCA input format:
```
! wB97M-V def2-TZVPD RIJCOSX def2/J DEFGRID3
* xyz 0 1
C 0.93 1.10 -4.29
C 0.41 -0.31 -4.53
H -0.65 -0.29 -4.80
H 0.98 -0.81 -5.32
O 0.49 -1.09 -3.34
C 1.52 -1.92 -3.20
O 2.34 -2.15 -4.05
C 1.50 -2.59 -1.83
O 1.23 -1.60 -0.86
C 0.58 -1.91 0.31
C -0.10 -0.86 0.92
C -0.79 -1.06 2.10
C -0.79 -2.31 2.68
C -0.10 -3.37 2.11
C 0.61 -3.18 0.93
O 1.35 -4.16 0.33
C 1.43 -5.42 0.96
H 0.45 -5.90 1.02
H 2.09 -6.01 0.33
H 1.86 -5.34 1.96
H -0.11 -4.32 2.60
Cl -1.67 -2.58 4.14
H -1.32 -0.25 2.57
C -0.08 0.50 0.21
N -0.61 1.56 1.04
C -1.96 1.74 1.17
O -2.44 2.53 1.96
C -2.78 0.96 0.21
C -4.16 0.93 0.36
C -4.95 0.29 -0.59
C -4.35 -0.29 -1.70
C -2.98 -0.26 -1.86
C -2.18 0.36 -0.90
N -0.81 0.45 -1.03
H -0.39 -0.13 -1.74
H -2.51 -0.72 -2.72
H -4.96 -0.78 -2.44
H -6.02 0.26 -0.47
H -4.60 1.41 1.22
C 0.30 2.31 1.83
C 1.37 2.95 1.21
C 2.28 3.69 1.95
C 2.10 3.80 3.33
C 1.03 3.17 3.94
C 0.13 2.42 3.20
H -0.70 1.94 3.69
H 0.89 3.26 5.01
H 2.79 4.38 3.91
C 3.42 4.38 1.26
H 3.04 5.16 0.60
H 3.98 3.68 0.66
H 4.09 4.84 1.98
H 1.49 2.89 0.14
H 0.97 0.73 -0.03
H 0.71 -3.35 -1.85
H 2.46 -3.08 -1.65
H 1.99 1.06 -4.01
H 0.83 1.69 -5.19
H 0.37 1.57 -3.48
*
```

natural (NBO) atomic charge list, values in e, 4 entries: atom 1 (C): -0.64, atom 2 (C): -0.08, atom 3 (H): 0.19, atom 4 (H): 0.21

(4)
The following is a DFT calculation (the ωB97M-V functional and the def2-TZVPD basis) of C26H25ClN2O5W as an isolated structure.

E	-54919.064	eV
lowest unoccupied orbital energy	-8.388	eV
ΔE to the lowest compared entry with this formula, charge and spin	21.0	kcal per mole
M	664.79	g mol⁻¹

The geometry in ORCA input format:
```
! wB97M-V def2-TZVPD RIJCOSX def2/J DEFGRID3
* xyz 2 1
W 0.62 -0.28 0.78
O -0.40 -1.84 -0.85
C -0.54 -1.71 -2.28
C 0.42 -0.60 -2.62
N 0.27 0.49 -1.62
C -1.10 1.04 -1.58
C -1.94 0.26 -0.58
O -3.04 -0.16 -0.74
O -1.26 0.12 0.60
C 1.27 1.53 -1.90
C 1.72 2.17 -0.61
O 2.11 3.25 -0.40
O 1.66 1.23 0.45
H -0.97 -2.52 -0.48
H -1.58 -1.48 -2.52
H -0.24 -2.64 -2.77
H 0.24 -0.22 -3.63
H 1.44 -0.96 -2.56
H -1.57 1.03 -2.57
H -1.06 2.07 -1.23
H 0.90 2.30 -2.58
H 2.15 1.08 -2.34
Cl 1.83 -4.10 -1.33
C 0.97 -3.93 0.16
C 0.02 -4.87 0.49
C -0.70 -4.76 1.69
C -0.40 -3.75 2.58
C 0.61 -2.82 2.26
C 1.27 -2.85 1.03
C 2.17 -1.73 0.63
H -0.17 -5.70 -0.18
H -1.45 -5.49 1.93
H -0.89 -3.69 3.54
H 0.97 -2.17 3.03
H 2.64 -1.85 -0.34
H 2.89 -1.45 1.40
N 0.69 0.07 2.47
C 0.64 0.36 3.79
C -0.64 0.57 4.40
C -1.82 0.01 3.86
C -3.03 0.23 4.48
C -3.10 1.05 5.61
C -1.95 1.63 6.14
C -0.73 1.39 5.55
C 1.91 0.46 4.46
C 3.06 0.83 3.74
C 4.27 0.94 4.40
C 4.35 0.63 5.75
C 3.23 0.24 6.47
C 2.00 0.17 5.84
H -1.77 -0.63 2.99
H -3.93 -0.21 4.08
H -4.05 1.23 6.07
H -2.02 2.28 7.00
H 0.16 1.88 5.93
H 2.98 1.09 2.69
H 5.15 1.26 3.86
H 5.31 0.70 6.26
H 3.31 -0.02 7.52
H 1.13 -0.17 6.38
*
```

natural (NBO) atomic charge list, values in e, 4 entries: atom 1 (W): 2.19, atom 2 (O): -0.75, atom 3 (C): -0.09, atom 4 (C): -0.25

What is the formula in the first record? C26H25Cl52N6O3SSi